130
Properties=species:S:1:pos:R:3:forces:R:3:lowdin_charge:R:1 method="wB97M-V/def2-TZVPD" gap_ev=8.677 e_tot_ev=-96229.3811 lumo_energy_ha=0.01678 homo_energy_ev=-8.22 smiles="CCCN[PH2](CC(=O)Cl)N=C(C)C.c1ccncc1.c1ccncc1.c1ccncc1.c1ccncc1.c1ccncc1.c1ccncc1.c1ccncc1.c1ccncc1.c1ccncc1" charge=0
C -1.97585 -7.23730 -3.93652 -0.2789 -0.0888 0.2557 -0.117
C -0.67477 -6.65580 -3.39863 0.0080 0.0334 -0.5720 -0.263
C -0.11645 -5.58849 -4.34128 -0.2249 -0.4650 -0.5376 -0.338
N -1.07099 -4.53425 -4.66085 0.3035 0.3848 0.5815 -0.262
P -1.04021 -3.05795 -3.63426 -0.6519 -0.5879 -0.1682 0.817
C -2.89859 -2.98481 -3.47738 0.1374 0.1219 -0.4043 -0.258
C -3.37752 -3.15254 -2.08002 -0.3778 0.5186 0.3433 -0.850
O -3.95383 -2.33018 -1.44942 0.1113 -0.1032 0.0101 0.052
Cl -3.05838 -4.73666 -1.30842 0.1127 -0.1207 -0.2249 0.671
N -0.87041 -1.53658 -2.68273 1.1070 -0.1818 -0.4276 -0.127
C -0.09647 -1.42435 -1.67973 -0.5483 0.2991 -0.1364 -0.492
C -0.09499 -2.34470 -0.48156 0.6874 -0.2192 -0.2965 -0.049
C 0.87567 -0.25988 -1.62631 -0.9980 0.1172 0.9002 -0.044
H -1.79704 -7.94135 -4.74888 0.0849 0.0493 -0.1144 0.071
H -2.64846 -6.46271 -4.29933 0.0384 0.1156 -0.0261 0.053
H -2.50645 -7.78247 -3.15860 -0.0144 -0.1027 -0.0065 0.032
H -0.80479 -6.25938 -2.39239 0.0398 -0.0650 0.1136 0.063
H 0.05474 -7.46754 -3.40208 0.1607 0.0532 0.4893 0.104
H 0.08815 -6.11143 -5.27761 0.0851 0.0902 -0.0988 0.085
H 0.85859 -5.22037 -3.99037 -0.0370 0.1134 0.2030 0.093
H -0.96777 -4.27468 -5.63373 -0.1146 -0.1456 -0.0989 0.046
H -0.46802 -2.37584 -4.71420 -0.1671 0.4177 0.1540 0.050
H -0.18549 -3.74494 -2.75081 -0.0998 -0.0952 0.1715 0.043
H -3.19193 -1.97712 -3.76783 0.0832 0.1309 0.0777 0.083
H -3.39043 -3.68329 -4.14846 0.1764 -0.3159 0.1119 0.086
H 0.65811 -3.12502 -0.64278 -0.0943 -0.1726 0.0737 0.085
H -1.06272 -2.79728 -0.29838 -0.0464 -0.0881 -0.0391 0.048
H 0.24699 -1.80334 0.39756 -0.1459 0.0386 0.1190 0.071
H 1.60677 -0.32496 -2.42429 0.0195 0.0522 -0.0936 0.080
H 1.34250 -0.20224 -0.64411 0.3578 0.0137 -0.1048 0.064
H 0.26360 0.63776 -1.72087 0.2642 0.2186 -0.3546 0.063
C -0.70135 -7.45169 -10.23517 0.0107 0.0069 -0.0070 -0.075
C 0.39310 -6.73337 -9.78023 -0.0208 -0.0180 -0.0046 -0.074
C 0.32017 -6.14806 -8.52566 0.0083 0.0257 0.0491 -0.155
N -0.74619 -6.23378 -7.73265 0.0405 0.0614 -0.0539 0.053
C -1.78920 -6.92695 -8.18542 -0.0504 0.0358 0.1005 -0.147
C -1.81872 -7.55407 -9.42192 -0.0258 -0.0425 -0.0620 -0.073
H -0.68414 -7.92503 -11.20849 -0.0012 -0.0039 -0.0018 0.106
H 1.28519 -6.62843 -10.38231 0.0131 0.0079 0.0121 0.100
H 1.15660 -5.58088 -8.13034 0.0237 -0.0071 -0.0396 0.103
H -2.64344 -6.97913 -7.51831 -0.0174 -0.0346 -0.0220 0.105
H -2.69713 -8.10503 -9.73529 -0.0264 0.0193 0.0331 0.081
C -2.63736 4.03197 0.68395 -0.0905 0.0393 0.1093 -0.080
C -2.25145 2.70193 0.68066 -0.0524 0.0556 0.0741 -0.077
C -0.91189 2.40873 0.48993 0.1058 -0.1392 -0.0026 -0.161
N 0.03122 3.33125 0.30729 -0.1767 0.0553 -0.0827 0.051
C -0.35811 4.60616 0.31453 0.0801 0.0154 -0.0582 -0.167
C -1.67330 5.00881 0.49876 0.0249 -0.0548 0.0318 -0.072
H -3.67594 4.30134 0.82563 -0.0016 0.0119 -0.0133 0.112
H -2.97431 1.90958 0.81893 0.0192 -0.0253 -0.0056 0.109
H -0.57112 1.37862 0.48034 -0.0304 -0.0113 0.0230 0.097
H 0.42830 5.33769 0.16134 -0.0282 0.0328 0.0042 0.112
H -1.93142 6.05848 0.49182 0.0143 0.0095 -0.0251 0.107
C -3.88674 1.87463 -3.86087 -0.0137 -0.0246 -0.0145 -0.078
C -2.99687 2.09793 -2.82392 0.0029 0.0081 0.0225 -0.062
C -2.50084 3.38190 -2.64786 0.0455 0.0525 -0.0988 -0.148
N -2.82827 4.41436 -3.42278 -0.0484 -0.0508 -0.0172 0.060
C -3.68435 4.18155 -4.41542 0.0085 0.0660 0.0000 -0.161
C -4.24097 2.93826 -4.67565 0.0154 -0.0125 0.0193 -0.077
H -4.29688 0.88732 -4.03137 -0.0025 -0.0050 0.0082 0.101
H -2.69174 1.29455 -2.16634 0.0249 -0.0116 -0.0145 0.094
H -1.80351 3.60302 -1.85139 0.0608 -0.0673 -0.0147 0.074
H -3.93330 5.03859 -5.03192 -0.0314 -0.0243 -0.0239 0.101
H -4.93295 2.80917 -5.49662 -0.0001 0.0180 -0.0105 0.099
C 0.98085 4.51941 3.70901 -0.0279 0.0143 -0.0008 -0.072
C 1.18859 4.73107 5.06279 -0.0142 0.0027 -0.0295 -0.068
C 2.14072 3.96022 5.71027 0.0600 -0.0552 0.0593 -0.156
N 2.86758 3.02073 5.10728 -0.0601 0.0597 -0.0095 0.050
C 2.65319 2.83150 3.80633 0.0610 -0.0624 0.0343 -0.146
C 1.72862 3.54970 3.06187 0.0794 -0.0059 0.0357 -0.066
H 0.24657 5.10123 3.16540 -0.0065 -0.0087 -0.0059 0.096
H 0.62716 5.47821 5.60690 0.0116 0.0011 0.0178 0.102
H 2.33749 4.09887 6.76826 -0.0304 0.0572 0.0019 0.088
H 3.25661 2.06039 3.33983 -0.0124 0.0141 -0.0435 0.104
H 1.59675 3.35438 2.00612 0.0377 -0.0261 0.0519 0.073
C -7.83632 -6.93116 -9.57744 -0.0299 0.0141 0.0051 -0.080
C -7.70427 -8.31011 -9.58460 0.0083 0.0286 -0.0017 -0.073
C -6.43947 -8.84982 -9.76106 0.0619 -0.0638 -0.0117 -0.151
N -5.34141 -8.11587 -9.92789 -0.0016 0.0447 0.0246 0.051
C -5.48526 -6.79219 -9.91938 0.0868 -0.0084 -0.0166 -0.157
C -6.70334 -6.15259 -9.74765 -0.0181 -0.0236 0.0017 -0.071
H -8.80637 -6.47082 -9.44129 -0.0027 0.0005 0.0007 0.105
H -8.56169 -8.95594 -9.45589 0.0068 -0.0177 0.0028 0.101
H -6.29268 -9.92412 -9.77002 -0.0433 -0.0071 0.0049 0.104
H -4.57398 -6.21930 -10.05801 -0.0207 0.0370 0.0113 0.099
H -6.75969 -5.07289 -9.74785 0.0180 0.0065 -0.0058 0.101
C 4.16081 3.40971 9.08186 -0.0004 0.0045 0.0088 -0.083
C 4.78789 4.01478 10.15966 -0.0202 0.0022 -0.0237 -0.072
C 6.13454 4.32324 10.04797 0.0784 -0.0015 0.0244 -0.167
N 6.86401 4.06714 8.96302 -0.0960 -0.0377 0.0425 0.037
C 6.24493 3.48181 7.93859 0.0945 0.0068 -0.0184 -0.151
C 4.90183 3.13570 7.94319 -0.0493 -0.0605 0.0112 -0.071
H 3.10935 3.15474 9.12882 0.0005 -0.0143 0.0065 0.104
H 4.24682 4.24509 11.06722 0.0127 0.0103 0.0104 0.100
H 6.66177 4.80170 10.86671 -0.0362 -0.0055 0.0274 0.103
H 6.86251 3.28281 7.06956 -0.0374 -0.0077 -0.0281 0.107
H 4.44995 2.66612 7.07829 0.0202 0.0379 -0.0329 0.079
C -6.23913 -9.09693 -0.56297 -0.0351 0.0118 -0.0069 -0.082
C -6.11253 -10.47452 -0.63718 0.0078 0.0234 0.0005 -0.077
C -4.86012 -11.00719 -0.90397 0.0496 -0.0443 -0.0167 -0.159
N -3.76961 -10.26892 -1.09534 -0.0332 0.0191 0.0072 0.058
C -3.90909 -8.94744 -1.02253 0.0604 -0.0247 0.0231 -0.162
C -5.11425 -8.31334 -0.76076 -0.0217 0.0034 0.0226 -0.070
H -7.19880 -8.64139 -0.35492 -0.0022 0.0011 0.0019 0.104
H -6.96435 -11.12444 -0.49115 0.0071 -0.0169 0.0024 0.099
H -4.71778 -12.08052 -0.96747 -0.0443 -0.0074 0.0042 0.101
H -3.00538 -8.37039 -1.18214 -0.0202 0.0364 0.0531 0.087
H -5.16590 -7.23408 -0.70963 0.0240 0.0066 -0.0179 0.087
C 8.10523 8.17138 8.25209 0.0151 0.0166 0.0219 -0.085
C 7.19462 7.27580 7.71544 -0.0460 0.0523 0.0099 -0.060
C 6.58551 7.60293 6.51229 -0.0423 0.0198 -0.0504 -0.149
N 6.82294 8.73042 5.84366 -0.0017 -0.0068 0.0473 0.055
C 7.69900 9.57967 6.37521 0.0055 0.0290 -0.0754 -0.172
C 8.36490 9.34931 7.56995 0.0582 -0.0449 0.0028 -0.096
H 8.60355 7.95416 9.18879 0.0123 -0.0149 -0.0073 0.106
H 6.96224 6.34567 8.21396 0.0472 -0.0013 -0.0415 0.068
H 5.86860 6.92860 6.05589 0.0028 -0.0308 0.0367 0.103
H 7.87020 10.49192 5.81373 0.0367 0.0112 0.0275 0.104
H 9.06652 10.07685 7.95543 -0.0058 0.0225 -0.0189 0.104
C 6.41846 10.96011 10.55394 0.0311 -0.0251 0.0169 -0.079
C 5.86906 11.12305 9.29353 -0.0567 0.0030 0.0096 -0.067
C 5.04947 12.21965 9.07001 -0.0396 0.0561 -0.0037 -0.150
N 4.75756 13.12584 10.00069 0.0318 -0.0290 0.0042 0.051
C 5.29297 12.95341 11.20687 -0.0387 0.0541 0.0038 -0.161
C 6.12675 11.89455 11.53452 0.0009 -0.0101 -0.0231 -0.077
H 7.06389 10.11710 10.76777 -0.0014 -0.0054 -0.0084 0.100
H 6.06915 10.41634 8.50116 -0.0246 0.0008 -0.0197 0.080
H 4.60184 12.38495 8.09612 0.0148 -0.0434 -0.0161 0.104
H 5.03729 13.70485 11.94605 0.0278 -0.0183 0.0304 0.101
H 6.53454 11.80679 12.53230 -0.0092 0.0150 0.0103 0.099